--- one ---
Formula: C3H9NO3
Source: the OMol25 dataset
Level of theory: ωB97M-V with the def2-TZVPD basis set

Properties
**Molar mass**: 107.11 g mol⁻¹
**SMILES**: O=CCNCO.O
**2S+1**: 1

XYZ file:
```
16
C3H9NO3, DFT ωB97M-V with the def2-TZVPD basis set
H -0.032 1.207 -1.651
H 0.291 -0.313 -0.976
O 1.512 -2.531 0.419
H -3.277 -0.252 -0.046
H -1.114 1.948 -0.008
H 1.730 2.185 0.224
O 2.696 0.556 -0.428
C 0.332 0.746 -0.728
C -1.548 0.120 0.688
H 2.104 -1.971 -0.065
O -2.392 -0.263 -0.434
C 1.698 1.206 -0.283
N -0.629 1.129 0.329
H 1.836 -3.404 0.408
H -1.046 -0.788 1.015
H -2.161 0.424 1.534
```


--- two ---
Formula: C3H9NO3
Source: the OMol25 dataset
Level of theory: ωB97M-V with the def2-TZVPD basis set

Properties
**Molar mass**: 107.11 g mol⁻¹
**2S+1**: 1

XYZ file:
```
16
C3H9NO3, DFT ωB97M-V with the def2-TZVPD basis set
N -0.550 -2.047 0.592
H 0.164 2.829 0.021
H 1.932 -0.223 1.786
H -2.126 -1.037 -0.272
C 0.029 1.932 -0.591
O 0.564 2.117 -1.837
H 1.736 -1.892 1.253
H -1.251 0.624 -0.155
H 0.558 0.793 0.004
C 1.704 -0.857 0.921
O 0.402 -0.533 0.416
H -2.473 -2.684 0.520
H -0.123 2.097 -2.511
H 2.453 -0.724 0.139
C -1.748 -1.896 0.305
O -1.271 1.501 -0.590
```


Consider the structures shown above. The most stable of them is one.